93
Properties=species:S:1:pos:R:3 method="wB97M-V/def2-TZVPD" spin_multiplicity=1 gap_ev=2.27 charge=+1 homo_ev=-10.72 max_force_ev_per_a=7.413 de_lowest_kj_mol=226.7
Al 0.435 -0.050 -0.197
N -0.874 -0.106 -2.799
S -2.191 0.474 -3.384
O -3.221 -0.441 -3.782
O -2.149 1.718 -4.099
F -2.728 0.966 -1.908
S -0.456 -0.909 -4.235
O -0.118 0.007 -5.289
O -1.140 -2.106 -4.620
F 0.942 -1.433 -3.704
F 2.332 1.668 1.137
O 2.782 -1.295 -1.185
P 3.963 -1.993 -1.744
N 3.994 -2.060 -3.431
C 4.423 -0.863 -4.184
C 3.313 -3.030 -4.249
N 3.992 -3.641 -1.308
C 5.078 -4.481 -1.796
C 2.897 -4.392 -0.700
N 5.462 -1.320 -1.278
C 5.544 -0.909 0.124
C 6.766 -1.691 -1.830
H 3.567 -0.293 -4.552
H 4.928 -1.237 -5.077
H 5.090 -0.263 -3.570
H 4.087 -3.795 -4.406
H 3.012 -2.747 -5.253
H 2.516 -3.446 -3.632
H 4.614 -5.410 -2.138
H 5.561 -4.116 -2.702
H 5.808 -4.672 -1.009
H 2.180 -3.788 -0.151
H 2.449 -4.813 -1.609
H 3.174 -5.264 -0.107
H 6.196 -0.047 0.255
H 4.514 -0.643 0.366
H 5.864 -1.774 0.711
H 7.304 -0.766 -2.048
H 6.656 -2.125 -2.824
H 7.315 -2.337 -1.145
O -2.237 0.083 0.697
P -3.450 0.629 1.340
N -3.502 2.298 1.552
C -2.667 2.915 2.577
C -3.983 3.243 0.504
N -3.835 0.120 2.910
C -3.610 -1.286 3.235
C -4.861 0.773 3.747
N -4.919 0.095 0.642
C -4.967 -1.240 0.060
C -6.071 0.939 0.446
H -2.004 2.255 3.141
H -3.191 3.690 3.137
H -1.816 3.464 2.153
H -3.152 3.711 -0.019
H -4.620 3.953 1.030
H -4.543 2.656 -0.213
H -2.705 -1.611 2.722
H -3.474 -1.574 4.277
H -4.393 -1.938 2.832
H -5.867 0.399 3.501
H -4.799 0.390 4.764
H -4.999 1.832 3.551
H -4.118 -1.893 0.267
H -5.919 -1.705 0.303
H -4.784 -1.068 -1.010
H -6.010 1.502 -0.487
H -6.180 1.650 1.267
H -6.972 0.325 0.476
C 1.083 4.639 1.118
O 0.282 4.739 -0.080
C -0.476 3.704 -0.422
O -0.574 2.651 0.157
O -1.115 3.947 -1.551
C -0.842 4.931 -2.504
H 0.465 4.213 1.910
H 1.449 5.624 1.383
H 1.817 3.862 0.899
H -1.389 4.669 -3.410
H 0.203 4.997 -2.808
H -1.220 5.906 -2.189
C -0.477 -2.654 4.019
O -0.625 -1.354 4.534
C -0.216 -0.271 3.888
O 0.141 -0.164 2.738
O -0.438 0.743 4.716
C 0.574 1.740 4.922
H -0.953 -3.374 4.678
H 0.560 -2.963 3.874
H -0.920 -2.753 3.024
H 1.304 1.427 5.670
H 0.120 2.585 5.436
H 1.012 1.968 3.951

---

102
Properties=species:S:1:pos:R:3 method="wB97M-V/def2-TZVPD" spin_multiplicity=2 gap_ev="7.43 / 8.78" charge=-1 homo_ev="-5.88 / -7.19" max_force_ev_per_a=11.141
O -0.682 -9.349 -0.398
V 0.701 -8.718 -0.786
O 1.109 -7.661 0.441
N 2.279 -10.076 -0.742
S 3.170 -10.485 0.614
O 4.475 -9.788 0.706
O 3.189 -11.833 1.153
F 2.277 -9.743 1.745
S 2.801 -11.356 -1.409
O 2.062 -12.563 -1.111
O 4.210 -11.538 -1.743
F 2.207 -10.936 -2.905
O 5.237 -15.219 -5.358
S 4.868 -13.830 -4.947
O 3.526 -13.291 -4.939
O 5.424 -13.574 -3.447
C 6.751 -13.869 -3.165
C 6.825 -14.058 -1.631
C 6.117 -12.688 -5.893
H 7.421 -13.105 -3.559
H 7.032 -14.778 -3.696
H 6.163 -14.921 -1.563
H 6.532 -13.230 -0.985
H 7.788 -14.404 -1.257
H 6.951 -13.373 -6.045
H 6.257 -11.860 -5.199
H 5.658 -12.412 -6.843
O 2.138 -17.704 -1.641
S 1.962 -16.782 -2.732
O 2.546 -17.022 -4.043
O 0.488 -16.056 -2.797
C -0.276 -15.693 -1.695
C -1.682 -15.472 -2.148
C 2.950 -15.358 -2.054
H -0.019 -14.718 -1.281
H -0.141 -16.393 -0.869
H -2.107 -16.416 -2.489
H -1.665 -14.908 -3.081
H -2.321 -14.972 -1.420
H 2.857 -14.601 -2.833
H 4.000 -15.634 -2.155
H 2.558 -15.217 -1.047
O 7.540 -6.439 1.226
S 6.364 -6.526 2.055
O 6.158 -7.450 3.152
O 6.160 -5.019 2.621
C 6.929 -4.703 3.777
C 7.665 -3.382 3.693
C 4.884 -6.517 1.055
H 7.720 -5.401 4.054
H 6.324 -4.727 4.683
H 8.326 -3.291 4.556
H 7.066 -2.513 3.424
H 8.344 -3.505 2.849
H 4.857 -7.441 0.478
H 5.016 -5.640 0.422
H 3.928 -6.676 1.554
O -0.525 -10.230 4.730
S -1.170 -11.503 4.912
O -2.379 -11.630 5.759
O -1.625 -12.003 3.441
C -0.790 -11.818 2.417
C -0.700 -13.101 1.536
C 0.067 -12.731 5.300
H 0.233 -11.572 2.704
H -1.041 -10.939 1.823
H -0.539 -14.022 2.095
H 0.061 -13.132 0.757
H -1.590 -13.214 0.916
H -0.186 -13.780 5.145
H 0.435 -12.578 6.314
H 0.895 -12.350 4.702
O 1.385 -17.865 3.792
S 0.623 -17.605 2.582
O -0.780 -17.311 2.573
O 1.311 -16.340 1.714
C 2.441 -15.565 2.115
C 3.727 -16.387 1.713
C 1.022 -18.934 1.286
H 2.384 -15.445 3.197
H 2.598 -14.635 1.569
H 3.872 -17.301 2.289
H 4.582 -15.765 1.975
H 3.727 -16.524 0.632
H 0.481 -18.900 0.340
H 0.867 -19.927 1.709
H 2.086 -18.756 1.132
O 6.689 -14.124 2.658
S 7.656 -13.270 3.362
O 8.570 -12.456 2.531
O 6.866 -12.108 4.402
C 5.963 -11.204 3.776
C 5.253 -10.461 4.899
C 8.548 -14.225 4.644
H 5.321 -11.716 3.059
H 6.436 -10.441 3.158
H 4.938 -9.486 4.527
H 5.990 -10.361 5.696
H 4.385 -11.028 5.236
H 9.508 -14.633 4.329
H 7.847 -14.942 5.071
H 8.641 -13.519 5.470

---

74
Properties=species:S:1:pos:R:3 method="wB97M-V/def2-TZVPD" spin_multiplicity=1 gap_ev=8.98 charge=0 homo_ev=-9.53 max_force_ev_per_a=2.635 de_lowest_kj_mol=231.9
Li 0.932 1.188 2.180
F 0.147 0.836 0.421
C 3.422 -0.126 -0.020
C 3.744 -1.271 -0.957
C 5.173 -1.802 -0.795
O 2.913 -2.396 -0.613
H 3.232 -0.371 1.027
H 2.487 0.320 -0.376
H 4.262 0.573 0.000
H 3.616 -0.946 -1.992
H 5.884 -1.036 -0.480
H 5.525 -2.242 -1.728
H 5.210 -2.570 -0.023
H 2.015 -2.096 -0.401
C 1.877 -1.082 5.123
C 1.439 -1.823 3.877
C 0.056 -2.511 4.015
O 1.475 -0.999 2.737
H 1.300 -0.190 5.377
H 2.942 -0.905 4.964
H 1.776 -1.679 6.031
H 2.119 -2.672 3.730
H -0.321 -2.880 3.059
H -0.642 -1.772 4.419
H 0.019 -3.409 4.633
H 1.022 -1.435 1.991
C -0.428 -3.459 -1.358
C -0.968 -2.394 -0.425
C -2.007 -2.935 0.547
O 0.135 -1.916 0.417
H -0.386 -4.462 -0.936
H 0.605 -3.228 -1.633
H -0.924 -3.434 -2.330
H -1.342 -1.521 -0.963
H -2.733 -3.554 0.013
H -2.419 -2.147 1.170
H -1.453 -3.675 1.133
H 0.055 -0.946 0.375
C -1.420 5.113 -0.781
C -0.327 4.136 -0.456
C -0.125 4.049 1.041
O -0.716 2.882 -0.985
H -1.626 5.319 -1.831
H -1.290 6.093 -0.312
H -2.360 4.771 -0.331
H 0.573 4.563 -0.920
H -0.984 3.637 1.568
H 0.194 4.993 1.496
H 0.786 3.477 1.236
H -0.229 2.155 -0.539
C 0.501 0.399 -5.031
C 0.402 0.545 -3.515
C 1.187 -0.524 -2.774
O 0.989 1.805 -3.176
H 1.500 0.633 -5.418
H -0.129 1.112 -5.567
H 0.362 -0.600 -5.453
H -0.645 0.498 -3.209
H 2.260 -0.356 -2.812
H 0.991 -1.553 -3.083
H 0.834 -0.463 -1.739
H 0.392 2.216 -2.532
C -5.270 0.770 1.218
C -3.944 0.825 0.454
C -4.030 1.403 -0.975
O -2.839 1.333 1.163
H -5.160 0.323 2.203
H -6.061 0.348 0.595
H -5.747 1.750 1.369
H -3.771 -0.246 0.255
H -4.901 1.070 -1.538
H -3.179 0.959 -1.502
H -3.898 2.484 -0.954
H -2.078 1.049 0.631